# 1
39
Properties=species:S:1:pos:R:3:forces:R:3:mulliken_charge:R:1 method="wB97M-V/def2-TZVPD" relative_energy_kcal_mol=133.6 homo_ev=-9.54 total_charge=0 orbital_gap_ev=9.38 spin_multiplicity=1 lumo_energy_ev=-0.2
H -0.379498 -0.881344 0.609054 -0.1632 -0.4837 -0.3435 0.1372
H -0.072478 -0.100982 -0.658548 0.1998 -0.7652 -0.5557 0.1724
H 4.939108 -0.528207 -0.527959 -0.0303 0.0148 -0.0795 0.2901
H 3.693454 0.339224 -0.450822 0.2898 0.0006 -0.1836 0.2551
H -1.608424 2.209932 1.282556 0.4345 0.4066 0.4745 0.2820
H -0.636376 1.652865 0.255502 -0.0969 0.7890 1.1474 0.3045
H 2.212167 -0.210836 2.455480 -0.0423 -0.0530 0.1635 0.2886
H 0.745213 -0.197305 2.058109 -0.1472 0.4820 0.1400 0.3546
H 1.521651 0.495538 -3.400408 0.1566 0.0899 -0.0246 0.2975
H 0.208642 1.250327 -3.272574 -0.0167 0.2604 0.0924 0.2931
H -1.035600 4.526612 0.626256 0.1489 0.0298 0.1073 0.2865
H -1.967274 4.527545 1.827099 0.0381 0.0933 0.0744 0.2923
H -1.487005 3.202000 -1.454652 -0.0184 -0.0838 -0.0911 0.2519
H -1.532766 1.711972 -1.158402 -0.3951 -0.0638 -0.1655 0.3412
H -4.264672 -0.487507 1.825148 0.0264 -0.3042 -0.0861 0.3239
H -2.961655 -0.579190 1.048115 -0.0275 0.1906 -0.1217 0.2825
H -3.090971 -2.308262 3.109620 -0.0882 -0.0442 -0.0681 0.3164
H -4.084633 -1.745061 4.112358 -0.0226 -0.1231 0.0402 0.3301
H 1.626008 -3.167775 -2.440736 0.0008 0.0681 0.1487 0.3362
H 1.374439 -3.219968 -3.938745 -0.0058 -0.1385 0.0504 0.2938
H 1.831275 3.219981 -0.422726 0.0220 -0.0652 -0.0561 0.3243
H 2.523473 2.133565 0.383873 -0.1245 0.2357 0.0540 0.2718
H -0.600548 -4.357153 -1.556971 0.1397 0.1715 -0.1682 0.3044
H -0.503004 -4.354117 -0.040226 -0.1046 0.0112 -0.0540 0.3002
H 1.558521 -2.151336 0.063435 -0.1606 -0.0799 -0.0128 0.3646
H 1.866641 -0.681604 -0.171074 0.0398 -0.2051 -0.0560 0.1379
O -0.500385 -0.016568 0.200964 2.3262 -6.0753 -3.4832 -0.4214
O 4.117849 -0.334588 -0.993829 0.7639 0.6521 -0.0883 -0.5781
O -0.983464 1.490178 1.139839 -2.3689 4.8475 2.9610 -0.4757
O 1.336934 -0.462241 2.771317 0.1374 -0.2115 -0.2183 -0.6240
O 1.161756 1.363077 -3.183976 -0.0023 -0.3775 0.0466 -0.6070
O -1.264000 4.016175 1.411290 -0.3866 0.9112 -0.0573 -0.5722
O -0.994486 2.384705 -1.590461 -0.0336 0.0636 -0.1153 -0.5856
O -3.918337 -0.600360 0.932789 0.0995 0.3309 -0.2270 -0.6279
O -4.031647 -2.139328 3.234442 0.0574 0.0946 0.4124 -0.6482
O 1.301967 -3.750108 -3.137067 -0.0226 0.0992 -0.1253 -0.6424
O 2.451582 3.091370 0.303681 0.0327 -0.1444 -0.0515 -0.6194
O -0.671418 -3.775013 -0.792066 0.1075 -0.0708 0.3232 -0.5816
O 2.117961 -1.566213 -0.459682 -0.7632 -0.5534 0.1968 -0.4499

***

# 2
39
Properties=species:S:1:pos:R:3:forces:R:3:mulliken_charge:R:1 method="wB97M-V/def2-TZVPD" relative_energy_kcal_mol=35.4 homo_ev=-10.38 total_charge=0 orbital_gap_ev=10.60 spin_multiplicity=1 lumo_energy_ev=0.2
O 3.233615 0.099564 0.796487 -0.2805 0.1759 1.3162 -0.6229
H 2.625615 -0.438436 1.367487 0.4103 -0.3094 -0.7238 0.3239
H 3.704615 0.600564 1.478487 0.1445 0.0820 -0.4853 0.2975
O 1.104615 2.609564 0.474487 -0.3684 0.6933 -0.4161 -0.6572
H 0.854615 1.726564 0.746487 -0.0675 -0.5838 -0.1112 0.3360
H 1.766615 2.919564 1.073487 0.5865 0.2532 0.5555 0.2724
O -1.233385 -0.452436 3.387487 1.4521 1.2153 1.0697 -0.6013
H -1.615385 -1.295436 3.483487 -0.6853 -1.4848 0.1341 0.3064
H -1.590385 -0.065436 2.593487 -0.5872 0.4377 -0.7372 0.3198
O 0.994615 0.043564 -2.999513 -0.9700 -0.4098 -0.4293 -0.5557
H 0.881615 0.888564 -3.410513 -0.8284 0.8233 -0.7580 0.2881
H 1.873615 0.222564 -2.697513 1.7860 -0.3884 1.1873 0.2812
O -1.616385 3.264564 0.003487 -2.4438 1.1684 -0.5831 -0.5662
H -1.977385 3.933564 0.607487 -0.4908 -0.1023 -0.5943 0.3019
H -0.892385 3.028564 0.518487 2.8885 -1.1035 0.9501 0.2843
O 3.488615 0.564564 -1.824513 -0.9553 1.1349 -0.1715 -0.7026
H 3.274615 0.541564 -0.880513 -0.4151 0.4972 0.4806 0.4314
H 4.017615 -0.199436 -1.837513 1.3436 -1.6253 -0.5934 0.3052
O -2.660385 0.556564 1.271487 0.1967 -0.3245 2.9567 -0.6426
H -3.323385 -0.052436 0.998487 -1.0481 -0.5652 -0.7327 0.3531
H -2.342385 0.979564 0.518487 0.7551 1.2922 -2.0469 0.2338
O 1.999615 -1.924436 2.015487 1.0859 0.4762 0.1784 -0.7012
H 1.335615 -1.741436 2.678487 -0.8190 -0.3451 -0.1371 0.3441
H 1.688615 -2.497436 1.315487 -0.6908 -0.0211 0.2111 0.2669
O -4.064385 -0.588436 -0.720513 0.1035 -0.7348 1.0820 -0.6273
H -4.722385 -0.257436 -1.297513 -1.1272 0.4539 -0.7748 0.2768
H -3.235385 -0.430436 -1.169513 0.6851 -0.0922 -0.4183 0.4101
O 1.388615 -2.199436 -1.209513 0.3614 3.6034 -1.1584 -0.4878
H 1.327615 -3.042436 -0.881513 -0.2992 -3.3004 0.7192 0.2475
H 1.615615 -2.196436 -2.151513 -0.1640 -0.2626 0.4580 0.2577
O 0.038615 0.232564 0.111487 1.5859 -0.5297 1.5870 -0.5053
H 0.838615 -0.302436 -0.040513 -0.0914 0.1600 0.0730 0.0682
H -0.397385 0.134564 -0.710513 -1.1479 0.2587 -1.5717 0.5525
O -1.739385 0.074564 -1.993513 -1.4045 1.3610 0.2960 -0.7318
H -1.948385 0.911564 -2.462513 0.5144 -0.8070 0.3572 0.3005
H -1.063385 -0.386436 -2.460513 1.0425 -0.4640 -0.9614 0.2342
O -1.001385 -2.085436 1.002487 -0.7314 -0.1034 0.3038 -0.6359
H -0.742385 -1.145436 0.890487 -0.1226 -0.3597 -0.0184 0.4295
H -1.887385 -2.031436 1.414487 0.7963 -0.1702 -0.4927 0.3151

***

# 3
39
Properties=species:S:1:pos:R:3:forces:R:3:mulliken_charge:R:1 method="wB97M-V/def2-TZVPD" relative_energy_kcal_mol=68.6 homo_ev=-9.87 total_charge=0 orbital_gap_ev=9.03 spin_multiplicity=1 lumo_energy_ev=-0.8
O -2.882633 -3.320261 -0.506179 1.0779 -0.9795 0.7403 -0.6611
H -2.491820 -4.012793 0.074660 -0.7515 0.5154 -0.5133 0.3435
H -2.094596 -2.770390 -0.673300 -0.3158 -0.2549 0.0071 0.3683
O 0.986278 -0.766648 2.865835 -0.2958 0.4867 2.1099 -0.7002
H 0.105023 -1.108762 2.644170 0.2238 0.1586 0.4382 0.2954
H 0.947709 -0.326969 3.776952 -0.3883 -1.0652 -1.8823 0.3203
O 0.794577 3.064441 0.478730 0.3911 1.6829 0.8633 -0.7320
H 1.435991 2.493313 0.905333 0.6333 0.1667 1.0420 0.4590
H 0.539015 2.433128 -0.141468 -1.5291 -1.1731 -2.0652 0.3443
O 1.990783 1.099908 -1.433257 0.8133 -0.9827 -0.5529 -0.7018
H 1.629098 1.336600 -2.283828 -0.4323 0.4922 -0.3470 0.2387
H 2.872884 0.751275 -1.671974 -0.3834 0.1692 0.4076 0.3229
O 2.214701 1.102210 1.647973 1.7367 1.6352 -1.1856 -0.5404
H 2.816626 1.406400 2.327347 0.1151 0.1044 0.1464 0.2510
H 1.712127 0.417598 2.040750 -1.1993 -1.6251 0.8311 0.3480
O -3.442310 -0.820735 0.902499 0.2089 1.5271 0.7397 -0.6113
H -2.867106 -1.201224 0.267468 0.8041 -0.3757 -0.6843 0.2763
H -4.057176 -1.509459 1.048325 -1.1070 -1.0974 0.3399 0.2798
O 0.721825 -1.402749 -2.862278 -0.7105 -1.6013 1.0050 -0.6114
H 1.045528 -0.683846 -3.356521 0.7769 1.2180 -0.9184 0.2597
H 1.460626 -1.803562 -2.384123 -0.1311 0.2701 -0.2272 0.2961
O 3.676904 2.758763 -0.231962 0.1870 1.0330 -1.6278 -0.6330
H 2.937560 2.195293 -0.490833 0.1943 0.2499 0.7089 0.4152
H 4.092415 2.466888 0.552181 0.2831 -0.7315 1.0885 0.2886
O 0.714146 -2.509213 0.662980 -0.4580 0.3024 1.9272 -0.6791
H 0.927110 -2.927081 -0.145959 0.1392 -0.0242 -1.3290 0.2643
H 0.480244 -1.562810 0.615212 0.2501 -0.4301 -0.7445 0.2589
O -0.812199 2.023902 2.444773 -0.8982 0.4014 1.6390 -0.6771
H -0.509066 2.663259 1.802509 0.4339 -0.0368 -0.6017 0.4307
H -0.509242 1.162199 2.201833 0.2327 -0.4008 -0.7300 0.2251
O -0.177273 0.198296 0.097849 0.7450 0.2822 1.0279 -0.1527
H 0.716480 0.360128 -0.228268 0.1409 0.1202 -0.0846 0.4803
H -0.578637 -0.367798 -0.543891 -0.6822 -0.3920 -0.6702 0.0727
O -3.151685 1.325759 -1.288056 0.3568 -0.0653 0.2704 -0.6279
H -2.446831 0.670749 -1.184849 -0.2066 0.3066 0.2289 0.3252
H -3.388441 1.252637 -2.205695 -0.2542 0.1054 -0.6149 0.2674
O -1.725231 -1.237635 -1.553541 -0.1435 0.0353 -0.3378 -0.5712
H -1.095041 -1.382399 -2.265412 0.5000 -0.1044 -0.3311 0.0713
H -2.588363 -1.468414 -1.905984 -0.3570 0.0771 -0.1136 0.3960